The following is a DFT calculation (ωB97M-V with the def2-TZVPD basis set) of C9H13ClSi in the gas phase at a distorted geometry.

Positions of all 24 atoms, in Å:
Cl  0.0054  -1.6487  -2.9730
C  -0.7914  0.7892  1.7479
C  -0.6390  -1.6152  1.3979
C  -0.3859  1.0197  0.4479
C  -0.1196  -1.3174  0.1579
C  -0.9826  -0.5034  2.1895
C  0.0546  -0.0015  -0.3437
C  -1.6183  -0.6981  3.5122
C  2.4714  0.0230  -1.8127
C  0.1332  1.6505  -2.9333
Si  0.6276  0.0775  -2.0539
H  -1.1428  1.6036  2.3519
H  -0.6792  -2.7021  1.7034
H  -0.3995  1.9949  0.0220
H  0.0484  -2.2135  -0.4656
H  -2.1312  0.1858  3.8789
H  -0.8877  -0.9876  4.2830
H  -2.3049  -1.4981  3.4593
H  2.7369  0.3566  -0.8096
H  2.8284  -0.9789  -1.8410
H  2.8731  0.7206  -2.5644
H  -0.3972  1.4333  -3.8472
H  -0.3598  2.2975  -2.2808
H  1.0601  2.0123  -3.2266

Results
- Kohn-Sham gap: 9.7 eV
- HOMO energy: -8.928 eV
- 2S+1: 1
- SMILES string: Cc1ccc([Si](C)(C)Cl)cc1
- E_LUMO: 0.029 Ha
- Total energy: -1100.48187 Ha